This record from the OMol25 dataset describes a gas-phase ion, C8H12N3O2 (charge +1) in a non-equilibrium geometry. The level of theory is the ωB97M-V functional and the def2-TZVPD basis.

Summary:
- total charge = +1
- orbital gap (spin up / spin down) (eV) = 8.36 / 8.36
- lowest unoccupied orbital energy (spin up / spin down) (Eh) = -0.176 / -0.176
- molecular weight (u) = 182.203

Geometry (Å):
1 C -0.980 -0.712 3.332
2 O -1.195 -0.152 2.073
3 N -0.183 0.020 1.157
4 C 1.035 -0.019 1.432
5 N 2.078 0.462 0.595
6 C 2.010 0.370 -0.735
7 C 0.998 0.052 -1.547
8 C -0.447 0.270 -1.430
9 C -0.890 1.666 -1.040
10 C 0.145 2.515 -0.494
11 N 0.977 3.098 0.003
12 O -1.371 -0.477 -1.935
13 C -1.296 -1.765 -2.388
14 H -0.227 -1.568 3.360
15 H -1.956 -1.035 3.775
16 H -0.609 0.082 3.998
17 H 1.500 -0.446 2.355
18 H 3.002 0.321 0.972
19 H 2.948 0.213 -1.217
20 H 1.360 -0.128 -2.596
21 H -1.680 1.603 -0.125
22 H -1.341 2.267 -1.963
23 H -2.232 -2.103 -2.701
24 H -0.886 -2.497 -1.666
25 H -0.758 -2.037 -3.217

=====

This record from the OMol25 dataset describes 2 unconnected molecules or ions with the total composition C8H12N4 in a non-equilibrium geometry. The level of theory is the ωB97M-V functional and the def2-TZVPD basis.

Summary:
- orbital gap (eV) = 8.96
- lowest unoccupied orbital energy (Eh) = 0.026
- molecular weight (u) = 164.212

Geometry (Å):
1 C -2.360 3.234 -1.350
2 C -2.078 1.789 -1.162
3 C -1.427 0.921 -1.977
4 N -1.365 -0.285 -1.313
5 C -1.898 -0.050 -0.076
6 N -2.346 1.158 0.044
7 H -1.829 3.833 -0.613
8 H -3.418 3.485 -1.230
9 H -2.123 3.541 -2.369
10 H -1.014 1.064 -2.962
11 H -0.617 -0.938 -1.500
12 H -1.931 -0.868 0.624
13 C 1.857 0.510 1.302
14 C 1.867 -0.968 1.113
15 C 2.302 -1.956 1.946
16 N 2.033 -3.142 1.296
17 C 1.389 -2.815 0.145
18 N 1.302 -1.525 -0.005
19 H 2.218 0.734 2.309
20 H 0.880 0.928 1.090
21 H 2.595 0.961 0.626
22 H 2.923 -1.957 2.829
23 H 2.029 -4.051 1.725
24 H 1.010 -3.605 -0.491

=====

This record from the OMol25 dataset describes a molecular structure, C8H12N4O11V in a non-equilibrium geometry. The level of theory is the ωB97M-V functional and the def2-TZVPD basis.

Summary:
- total charge = -2
- orbital gap (spin up / spin down) (eV) = 7.68 / 7.73
- expectation value of S² = 0.777
- spin multiplicity = 2
- lowest unoccupied orbital energy (spin up / spin down) (Eh) = 0.183 / 0.183
- molecular weight (u) = 391.145

Geometry (Å):
1 O 22.155 3.170 -0.012
2 V 20.816 3.211 0.822
3 C 18.796 6.142 -0.017
4 C 19.564 5.268 -1.043
5 C 20.958 5.875 -1.270
6 O 19.580 3.918 -0.759
7 H 18.315 6.966 -0.554
8 H 19.444 6.519 0.770
9 H 18.013 5.477 0.359
10 H 19.048 5.408 -2.014
11 H 20.863 6.969 -1.362
12 H 21.422 5.565 -2.211
13 H 21.643 5.672 -0.450
14 N 19.366 0.393 -0.412
15 O 19.419 -0.687 0.197
16 O 18.481 0.634 -1.242
17 O 20.251 1.285 -0.158
18 N 21.690 5.676 2.826
19 O 20.939 5.067 1.981
20 O 22.781 5.214 3.135
21 O 21.273 6.749 3.293
22 N 21.999 1.886 3.653
23 O 21.143 1.096 4.099
24 O 22.900 2.311 4.364
25 O 21.949 2.215 2.427
26 N 19.223 2.688 2.288
27 C 18.827 1.442 2.507
28 C 17.615 1.081 3.053
29 C 16.755 2.094 3.444
30 C 17.175 3.395 3.312
31 C 18.395 3.636 2.702
32 H 19.511 0.673 2.170
33 H 17.476 0.026 3.238
34 H 15.765 1.892 3.841
35 H 16.585 4.283 3.487
36 H 18.660 4.669 2.505